Below is a 10-piece molecular cluster, H22NO9 overall, with properties calculated with the ωB97M-V functional and the def2-TZVPD basis.

**E_tot**: -744.7854 hartree
**Net charge**: +1
**LUMO energy**: -3.63 eV
**Kohn-Sham gap**: 9.9 eV
**HOMO energy**: -13.570 eV
**Energy above the lowest of the compared OMol25 structures with the same formula, charge and spin**: 447.6 kJ/mol

```
32
H22NO9 the ωB97M-V functional and the def2-TZVPD basis
N 0.33319 -0.38622 -0.15156
H -0.12381 0.12578 -1.08256
H -0.05781 -0.14922 0.81444
H 1.45019 -0.54522 -0.17256
H 0.14219 -1.32122 -0.06256
O -1.30981 -2.53622 -1.89956
H -1.29581 -2.73022 -2.76556
H -0.78681 -3.16522 -1.56356
O 1.04119 2.61578 0.00044
H 0.25119 3.26178 0.13544
H 1.50119 3.29678 -0.60956
O -2.34681 -1.71722 1.51444
H -2.09981 -0.83922 1.82744
H -3.31981 -1.68822 1.08644
O 1.62919 -0.21322 -2.74756
H 2.47719 0.03278 -3.17456
H 1.05319 0.58778 -2.64756
O -2.30181 1.67878 -0.74456
H -3.31081 1.67478 -0.88756
H -2.12881 2.46278 -0.24556
O 1.87319 -0.51822 2.34244
H 1.29219 -1.02322 3.04644
H 1.60819 0.46978 2.50844
O -0.66281 1.33978 -2.99556
H -0.06381 2.10478 -3.19456
H -1.21081 1.51978 -2.23356
O 3.84219 -2.16322 1.25644
H 3.13519 -2.63422 0.76644
H 3.25919 -1.70922 1.98044
O -1.39181 0.39278 3.06144
H -0.88981 0.46378 3.85844
H -1.58781 1.31178 2.97944
```

Löwdin atomic charges, in units of e: 0.239 0.172 0.111 0.189 0.043 0.056 -0.007 -0.020 -0.127 0.078 0.094 -0.123 -0.049 0.130 -0.092 0.068 -0.008 -0.058 0.130 0.029 -0.137 0.126 0.109 -0.058 0.090 -0.023 -0.111 0.025 0.036 -0.012 0.053 0.050